Molecular formula: C4H10FP
Method: DFT, the ωB97M-V functional and the def2-TZVPD basis

Structure (ORCA input):
```
! RIJCOSX wB97M-V def2-TZVPD def2/J DEFGRID3
* xyz 0 1
C 1.1879 -0.4421 -1.2379
C 1.3176 1.4184 0.3244
C -1.7901 -1.5278 0.6206
C 0.6221 0.1735 0.0420
F -2.5524 0.9392 -0.3657
P -1.0950 0.2514 0.3830
H 0.7614 -1.3951 -1.4026
H 1.0855 0.3387 -2.0590
H 2.3172 -0.3718 -1.0643
H 1.6646 2.1357 -0.4453
H 2.3718 1.1226 0.5199
H 0.9063 1.9978 1.1551
H -2.3155 -2.0179 -0.0974
H -2.4095 -1.4864 1.4930
H -0.8326 -2.1336 0.7153
H -1.2394 0.9973 1.4187
*
```

Computed properties:
SMILES	CC(C)=[P@H](C)F
lowest unoccupied orbital energy	0.0290	Eh
gap between HOMO and LUMO	8.771	eV
highest occupied orbital energy	-7.98	eV


Molecular formula: C4H10I2Si
Method: DFT, the ωB97M-V functional and the def2-TZVPD basis

Structure (ORCA input):
```
! RIJCOSX wB97M-V def2-TZVPD def2/J DEFGRID3
* xyz 0 1
C 1.7138 0.2023 -0.1081
C -0.2596 0.9691 -1.4647
C -0.8639 -0.6629 1.9142
C 0.4879 -0.2093 -0.9336
Si -0.5381 -1.2934 0.1914
I -3.4293 1.8287 0.0817
I -0.0057 -3.7291 -0.0436
H 1.2038 0.8541 0.6858
H 2.2804 -0.5654 0.3060
H 2.3911 0.6560 -0.7734
H 0.4492 1.7294 -1.9712
H -0.5435 1.6741 -0.6779
H -0.9729 0.5654 -2.1231
H -1.6684 0.1958 1.8927
H -1.0033 -1.4876 2.6222
H -0.0392 -0.0536 2.3241
H 0.7978 -0.6737 -1.9224
*
```

Computed properties:
lowest unoccupied orbital energy (spin up / spin down)	-0.0675 / -0.1108	Eh
gap between HOMO and LUMO (spin up / spin down)	6.593 / 4.135	eV
highest occupied orbital energy (spin up / spin down)	-8.43 / -7.15	eV


Molecular formula: C4H10I2Si
Method: DFT, the ωB97M-V functional and the def2-TZVPD basis

Structure (ORCA input):
```
! RIJCOSX wB97M-V def2-TZVPD def2/J DEFGRID3
* xyz 0 3
C 0.7025 -2.6022 -1.0593
C -1.4737 2.2342 1.4340
C 0.2093 -1.2390 -1.4002
C -0.6129 1.3290 2.2018
Si 1.1739 0.1659 -0.5108
I 0.4027 2.2598 -1.7479
I 3.4520 -0.4005 -1.0495
H 1.7979 -2.8499 -1.1847
H 0.5311 -2.8046 0.0693
H 0.2066 -3.2667 -1.7463
H -2.2969 1.5900 0.8472
H -1.8630 3.0975 1.9178
H -0.7781 2.6235 0.6287
H -0.8571 -1.2253 -1.1591
H 0.3158 -1.0946 -2.5364
H -0.9119 0.3088 2.3922
H 0.0019 1.8742 2.9030
*
```

Computed properties:
lowest unoccupied orbital energy (spin up / spin down)	0.0111 / -0.0809	Eh
gap between HOMO and LUMO (spin up / spin down)	7.750 / 7.260	eV
highest occupied orbital energy (spin up / spin down)	-7.45 / -9.46	eV


Molecular formula: C4H10I4N3
Method: DFT, the ωB97M-V functional and the def2-TZVPD basis

Structure (ORCA input):
```
! RIJCOSX wB97M-V def2-TZVPD def2/J DEFGRID3
* xyz 1 1
C -2.4155 -0.0647 -0.5368
C -1.6139 0.0735 0.8201
C 0.5067 0.6858 1.5609
C 1.9904 -0.3361 -0.0442
N -1.4277 -0.7745 -1.4466
N 3.2178 -0.0282 0.3282
N -0.6169 1.0504 0.9570
I 1.6227 -2.4010 -0.3316
I 1.3258 0.7493 -2.2200
I 3.7909 1.8984 0.6468
I 5.0392 -1.3203 -0.0670
H -3.3946 -0.5559 -0.3217
H -2.5942 1.0016 -0.9853
H -1.2708 -0.8094 1.2740
H -2.3997 0.4121 1.4758
H 0.8215 -0.1181 2.1723
H 1.2516 1.4409 1.4889
H -1.0348 -1.4931 -0.8895
H -0.4734 -0.0125 -1.8413
H -1.7478 -1.1219 -2.3465
H -0.5772 1.7238 0.3064
*
```

Computed properties:
lowest unoccupied orbital energy (spin up / spin down)	-0.1771 / -0.1772	Eh
gap between HOMO and LUMO (spin up / spin down)	6.088 / 6.086	eV
highest occupied orbital energy (spin up / spin down)	-10.91 / -10.91	eV


Molecular formula: C4H10N
Method: DFT, the ωB97M-V functional and the def2-TZVPD basis

Structure (ORCA input):
```
! RIJCOSX wB97M-V def2-TZVPD def2/J DEFGRID3
* xyz 0 2
C 0.6162 -0.7100 0.2849
N -0.5559 0.1371 0.2040
C -0.0391 1.4787 0.1336
C 1.3570 1.4246 -0.5501
C 1.6090 -0.0760 -0.6867
H 0.9450 -0.7542 1.3286
H 0.3529 -1.7245 -0.0034
H -5.7111 -3.1104 1.3298
H -5.3344 -3.6846 1.0104
H 0.0483 1.8747 1.1495
H -0.7335 2.1122 -0.4189
H 1.3972 1.9023 -1.5229
H 2.1161 1.9212 0.0655
H 2.6408 -0.4021 -0.6384
H 1.2915 -0.3890 -1.6857
*
```

Computed properties:
lowest unoccupied orbital energy (spin up / spin down)	0.0443 / 0.0017	Eh
gap between HOMO and LUMO (spin up / spin down)	10.441 / 9.717	eV
highest occupied orbital energy (spin up / spin down)	-9.24 / -9.67	eV


Molecular formula: C4H10N
Method: DFT, the ωB97M-V functional and the def2-TZVPD basis

Structure (ORCA input):
```
! RIJCOSX wB97M-V def2-TZVPD def2/J DEFGRID3
* xyz 0 2
C 0.6348 -0.6660 -0.7685
C -0.2581 -0.3017 0.4185
C -1.7182 -0.4524 0.0825
C -2.5982 0.5334 0.2482
N 2.5429 0.7337 0.2220
H 1.0848 -1.6513 -0.8586
H 0.0848 -0.4324 -1.6783
H 0.0029 -0.9453 1.2669
H -0.0724 0.7098 0.7846
H -1.9595 -1.4147 -0.3637
H -3.6200 0.5754 -0.0881
H -2.1620 1.4462 0.6489
H 2.9826 1.5122 -0.2569
H 1.7900 0.1086 -0.3904
H 3.2656 0.2446 0.7329
*
```

Computed properties:
lowest unoccupied orbital energy (spin up / spin down)	0.0453 / -0.0251	Eh
gap between HOMO and LUMO (spin up / spin down)	9.813 / 8.539	eV
highest occupied orbital energy (spin up / spin down)	-8.58 / -9.22	eV


Looking at ΔE to the lowest compared entry with this formula, charge and spin for the records above, in order, we have 31.51 97.31 6.30 61.26 12.06 33.29 kcal/mol.
Looking at maximum force for the records above, in order, we have 0.1046 0.0719 0.0815 0.1038 0.0166 0.0482 hartree/bohr.